A molecular structure, C50H49CaF4N6O2PS2. Source: the OMol25 dataset; level of theory: ωB97M-V/def2-TZVPD.

```
115
Properties=species:S:1:pos:R:3:forces:R:3
Ca -0.96854 -0.41974 0.03429 -0.35 -0.88 -0.06
C -3.52730 -1.36944 2.37463 0.04 0.00 0.00
N -3.49607 -0.67395 1.09217 0.06 0.20 -0.06
C -4.60638 -1.15078 0.27445 0.01 -0.04 0.03
C -3.65897 0.77654 1.26694 -0.03 0.06 0.03
C -2.59486 1.45086 2.11068 0.07 0.11 -0.02
N -1.27710 1.25666 1.53171 -0.13 0.51 0.36
C -0.23692 1.88902 2.08093 -0.03 0.02 0.04
C 1.07057 1.55312 1.64243 0.05 -0.06 0.07
F 1.18387 0.52149 0.74593 -0.03 0.06 0.00
C 2.22413 2.14291 2.08358 0.04 -0.01 0.03
F 3.40451 1.70423 1.59097 -0.05 0.01 -0.02
C 2.21097 3.13472 3.04885 0.00 0.00 -0.03
C 0.96108 3.47195 3.53342 -0.02 0.02 0.02
F 0.86587 4.42652 4.47966 0.01 -0.04 -0.03
C -0.20819 2.88407 3.09585 -0.01 0.03 0.00
F -1.35805 3.32128 3.66764 0.03 0.01 -0.01
H -4.43565 -1.11317 2.94305 -0.01 -0.02 0.00
H -2.64943 -1.12323 2.96560 -0.01 0.01 0.00
H -3.52835 -2.44573 2.19249 0.03 0.00 0.00
H -5.56572 -0.99744 0.79360 0.00 -0.01 0.00
H -4.48620 -2.21441 0.06593 0.01 0.01 -0.01
H -4.62905 -0.61708 -0.67267 -0.02 0.00 0.03
H -4.64536 0.99214 1.71298 0.00 -0.02 -0.01
H -3.65191 1.22337 0.26708 -0.01 0.06 -0.02
H -2.63856 1.07261 3.14129 -0.02 0.02 0.01
H -2.87943 2.50608 2.16305 -0.04 -0.01 -0.02
H 3.11075 3.61880 3.39286 0.01 0.00 0.01
O -0.36659 -1.28950 2.82180 0.04 -0.18 -0.11
S 0.52293 -1.19283 4.02059 -0.03 0.17 -0.06
C 2.22210 -1.22492 3.39967 -0.02 -0.07 0.05
C 2.41388 -2.22285 2.27810 -0.10 -0.01 0.00
C 3.78956 -2.08227 1.63729 0.04 0.02 0.01
C 4.01201 -3.10110 0.52960 0.01 -0.08 0.04
S 3.22707 -2.70184 -1.05047 -0.09 -0.02 -0.07
O 1.80784 -2.33681 -0.76235 -0.01 -0.07 0.01
C 4.09833 -1.17649 -1.39591 0.02 0.08 -0.08
C 5.48541 -1.14306 -1.51029 -0.04 0.00 -0.04
C 6.10354 0.04446 -1.86254 -0.02 0.04 0.00
C 5.34117 1.18245 -2.11223 0.02 -0.03 0.00
C 3.96122 1.13120 -2.01003 -0.02 0.00 0.05
C 3.33055 -0.05435 -1.65082 -0.02 0.04 0.10
C 0.48248 -2.81771 4.78394 0.02 -0.03 0.00
C -0.49651 -3.70262 4.36567 0.01 -0.01 0.01
C -0.58538 -4.95320 4.96466 -0.02 0.01 -0.01
C 0.29119 -5.30337 5.97939 0.01 0.00 0.01
C 1.25261 -4.39693 6.41136 0.00 0.00 0.01
C 1.34618 -3.14693 5.82145 -0.01 -0.01 -0.01
H 2.87303 -1.40448 4.25791 0.00 -0.01 0.02
H 2.39177 -0.20478 3.05991 0.04 0.06 -0.03
H 1.65404 -2.05494 1.51533 0.03 -0.04 0.05
H 2.27959 -3.24235 2.65617 0.02 0.00 0.02
H 4.56960 -2.21633 2.39305 0.00 0.00 0.01
H 3.91028 -1.07066 1.23978 0.00 0.02 0.01
H 3.59089 -4.07458 0.79449 0.02 -0.01 0.02
H 5.06753 -3.25812 0.30173 0.02 0.05 0.00
H 6.08493 -2.02803 -1.33696 0.00 -0.04 0.00
H 7.18182 0.08293 -1.94613 0.01 0.00 0.00
H 5.82999 2.10763 -2.38829 0.01 0.00 -0.01
H 3.35860 2.00974 -2.20351 -0.01 0.00 -0.01
H 2.25317 -0.10353 -1.56042 0.01 0.00 -0.03
H -1.17940 -3.39807 3.58319 0.00 0.00 0.00
H -1.34707 -5.65034 4.63999 0.00 0.00 0.00
H 0.22030 -6.27725 6.44535 0.00 0.00 0.00
H 1.92673 -4.66229 7.21502 0.00 0.00 0.00
H 2.08297 -2.43647 6.17571 0.01 0.01 -0.01
N -2.40960 -3.13441 -3.55691 -0.05 0.01 -0.01
C -3.03300 -2.10350 -4.21957 0.00 -0.03 -0.01
C -3.24631 -1.14232 -3.28060 0.04 0.02 0.03
N -2.75883 -1.54641 -2.06481 0.03 0.01 -0.06
C -2.26853 -2.74301 -2.26335 0.08 -0.02 0.03
C -1.60542 -3.49688 -1.21169 -0.07 0.08 -0.03
N -1.26192 -2.95559 -0.06693 0.28 -0.07 0.10
C -0.64711 -3.95132 0.65283 -0.05 0.04 0.02
C -0.63507 -5.10509 -0.06350 -0.01 -0.03 -0.03
N -1.25089 -4.80240 -1.25905 0.02 -0.04 -0.01
H -2.02777 -3.95607 -3.98983 0.01 0.01 0.00
H -3.24978 -2.14750 -5.27127 -0.01 0.00 -0.01
H -3.71490 -0.18287 -3.40874 0.01 0.05 0.00
H -0.24048 -3.75873 1.62979 0.02 0.01 0.00
H -0.25418 -6.08674 0.15109 0.01 -0.01 0.00
H -1.41885 -5.44608 -2.01126 -0.02 -0.01 0.02
C 0.99834 6.75225 -3.82776 0.00 0.01 -0.01
C 1.74153 6.32921 -2.73795 0.01 -0.02 0.01
C 1.39614 5.15526 -2.07775 0.03 0.00 -0.07
C 0.31377 4.38901 -2.50069 0.04 0.04 0.02
C -0.42894 4.83083 -3.59617 -0.02 0.00 0.01
C -0.09053 6.00074 -4.25587 0.01 0.00 0.01
P -0.06054 2.85951 -1.55110 -0.15 -0.08 0.01
C -1.89454 3.03077 -1.51687 -0.02 0.03 -0.07
C -2.74654 2.40305 -2.42163 0.02 -0.08 0.03
C -4.11641 2.63513 -2.38692 -0.01 0.04 0.02
C -4.65110 3.51438 -1.45559 -0.01 -0.04 0.00
C -3.81080 4.14339 -0.54535 0.00 -0.05 0.06
C -2.44771 3.89108 -0.56899 0.02 -0.01 0.05
C 0.16421 1.49394 -2.74944 0.20 0.04 0.15
C 0.66650 1.68081 -4.03724 -0.02 -0.03 -0.06
C 0.93019 0.58276 -4.84711 -0.01 0.05 0.03
C 0.70270 -0.68971 -4.34454 0.01 0.00 0.04
C 0.20972 -0.84451 -3.05208 -0.03 -0.04 -0.04
C -0.08581 0.22223 -2.18458 0.06 0.06 -0.50
H 1.26001 7.66874 -4.34134 0.00 0.00 0.00
H 2.58584 6.91334 -2.39425 0.00 0.01 0.00
H 1.96961 4.82716 -1.21836 0.01 0.00 0.02
H -1.28509 4.25500 -3.92924 0.01 0.00 0.00
H -0.67796 6.33222 -5.10304 0.00 0.00 0.00
H -2.32159 1.72668 -3.15349 -0.01 0.00 -0.03
H -4.76851 2.14482 -3.10099 0.00 -0.01 0.00
H -5.71681 3.70406 -1.43362 0.00 0.00 0.00
H -4.22101 4.81916 0.19479 0.00 0.01 0.00
H -1.79761 4.36616 0.15860 0.00 0.01 0.00
H 0.86367 2.67639 -4.41670 0.00 0.03 0.00
H 1.31993 0.72347 -5.84842 0.01 0.00 0.01
H 0.93273 -1.56055 -4.95188 0.00 0.00 0.00
H 0.11114 -1.86865 -2.69121 -0.01 0.04 -0.02
```
Positions in Å, forces in eV/Å.

Results
Highest occupied orbital energy in hartree: -0.236

Atomic partial charges in e from the Löwdin method, atoms 1 to 2: 1.287 -0.103